Entry 1:
19
Properties=species:S:1:pos:R:3 method="wB97M-V/def2-TZVPD" e_homo_ev=-8.6 smiles=CNC.CSC lumo_ev=0.85 orbital_gap_ev=9.417
C -1.89 2.89 -1.59
N -1.23 2.87 -2.93
C -1.89 1.98 -3.84
H -2.47 1.95 -1.29
H -2.55 3.71 -1.61
H -1.09 2.98 -0.92
H -1.23 3.85 -3.05
H -1.21 1.21 -4.21
H -2.68 1.33 -3.31
H -2.30 2.50 -4.78
C 0.72 -2.80 1.11
S 1.01 -2.06 2.76
C 2.36 -1.00 2.16
H 0.13 -2.11 0.53
H 1.75 -2.92 0.67
H 0.25 -3.78 1.21
H 2.92 -1.51 1.41
H 3.19 -0.68 2.90
H 2.00 -0.06 1.75

---

Entry 2:
16
Properties=species:S:1:pos:R:3 method="wB97M-V/def2-TZVPD" e_homo_ev="-8.8 / -8.8" smiles="CN(C)C(=S)C(N)=O" lumo_ev="-0.42 / -0.42" orbital_gap_ev="8.360 / 8.360"
C 1.35 -0.93 -0.81
N 0.77 0.36 -0.44
C 1.51 1.61 -0.06
C -0.65 0.39 0.15
S -1.29 1.72 0.77
C -1.49 -0.89 0.07
N -2.63 -0.72 0.80
O -1.24 -1.88 -0.59
H 0.55 -1.65 -1.14
H 2.21 -0.79 -1.54
H 1.73 -1.31 0.24
H 1.37 1.72 0.94
H 2.49 1.19 -0.13
H 1.24 2.46 -0.56
H -2.79 0.21 1.14
H -3.13 -1.49 1.16

---

Entry 3:
14
Properties=species:S:1:pos:R:3 method="wB97M-V/def2-TZVPD" total_charge=-1 e_homo_ev=-4.1 lumo_ev=2.81 orbital_gap_ev=6.913
C 0.39 -0.72 -0.30
O 0.46 0.57 0.16
H 0.00 -1.48 0.40
H -0.30 -0.87 -1.16
H 1.39 -1.12 -0.56
H 0.00 -1.39 4.96
H -0.18 -0.31 3.87
O -0.43 -0.57 4.78
H 0.42 0.56 1.24
H 0.92 1.59 2.82
O 0.41 0.79 2.62
H -0.52 0.68 -5.82
H -1.75 1.01 -6.48
O -0.81 1.27 -6.51

---

Energy relative to the best compared isomer or geometry (same formula, charge and spin), respectively: 40.1 39.6 21.8 kcal per mole.